The following is a quantum chemistry calculation of an isolated molecule of C3H8ClN, from the Open Molecules 2025 dataset.

Geometry as XYZ:
```
13
Properties=species:S:1:pos:R:3:forces:R:3:mulliken_charge:R:1
C -0.250 0.734 1.789 2.7 -0.3 1.4 -0.899
N -0.434 0.056 0.544 -1.3 0.8 -1.6 -0.355
C 0.572 0.055 -0.417 -4.0 -1.6 -4.4 -0.185
C 0.073 -1.182 -1.653 0.2 2.5 2.8 -0.796
Cl 0.670 1.694 -1.419 0.2 -0.7 0.7 -0.289
H -0.373 1.822 1.726 0.5 -0.2 0.3 0.297
H -0.943 0.306 2.415 -2.4 -0.3 1.5 0.375
H 0.663 0.337 2.469 -1.2 1.3 -2.3 0.274
H -1.340 0.429 0.078 1.9 -1.1 1.1 0.287
H 1.503 -0.187 -0.096 2.7 -0.2 1.1 0.478
H -0.976 -1.360 -1.256 1.4 -0.3 -0.8 0.236
H 0.782 -2.044 -1.550 -0.9 0.8 -0.3 0.266
H 0.053 -0.660 -2.630 0.2 -0.7 0.6 0.312
```
Positions in Å, forces in eV/Å.

Summary:
SMILES: CN[C@@H](C)Cl
E_tot: -633.98600 Eh
charge: 0
HOMO level: -9.340 eV
ΔE to the lowest compared entry with this formula, charge and spin: 30.5 kcal per mole
LUMO level: 1.05 eV

---

The following is a quantum chemistry calculation of a structure of composition C45H53GaGeN5O3, from the Open Molecules 2025 dataset.

Geometry as XYZ:
```
108
Properties=species:S:1:pos:R:3:forces:R:3:mulliken_charge:R:1
Ga -1.480 -0.571 -0.796 0.2 -0.8 0.4 -1.581
C 2.026 -4.691 2.845 0.0 0.0 0.0 -0.553
O 3.019 -3.673 2.686 0.0 0.0 0.0 -0.566
C 2.844 -2.593 3.515 0.0 0.0 0.0 0.202
C 3.440 -2.550 4.762 0.0 0.0 0.1 -0.240
C 3.279 -1.429 5.564 0.0 0.0 0.0 -0.730
C 2.541 -0.345 5.108 0.0 0.0 0.0 -1.434
C 1.968 -0.370 3.845 0.0 0.1 0.0 0.453
C 2.107 -1.504 3.053 0.0 -0.1 0.0 -0.496
N 1.633 -1.592 1.713 0.1 0.0 0.0 0.675
C 0.428 -1.245 1.237 -0.1 -0.1 0.0 -0.616
N -0.488 -0.867 2.141 0.0 0.0 0.0 0.360
C -1.763 -0.271 2.013 0.0 0.0 0.0 -0.673
C -2.429 -0.034 0.821 0.0 0.4 -0.3 0.368
C -3.694 0.565 0.864 0.0 0.0 0.0 -0.135
C -4.281 0.891 2.067 0.0 0.0 0.0 -1.219
C -3.614 0.647 3.267 0.0 0.0 0.0 -0.610
C -2.361 0.068 3.246 0.0 0.0 0.0 0.976
O -1.615 -0.228 4.338 0.0 0.0 0.0 -0.386
C -2.127 0.136 5.622 0.0 0.0 0.0 -1.060
N 0.184 -1.294 -0.083 0.1 0.2 0.0 1.571
C 1.321 -1.605 -0.916 0.0 0.0 0.0 -0.471
C 2.106 -0.581 -1.428 0.0 0.1 -0.1 0.010
C 3.210 -0.850 -2.220 0.0 0.0 0.0 -1.278
C 3.538 -2.168 -2.496 0.0 0.0 0.0 -1.023
C 2.778 -3.209 -1.979 0.0 0.0 0.0 -0.494
C 1.671 -2.936 -1.179 0.1 0.0 0.0 -0.424
O 0.898 -3.891 -0.598 0.2 -0.1 -0.1 0.312
C 1.236 -5.259 -0.835 0.1 0.0 0.0 -1.412
H 2.442 -5.607 2.432 0.0 0.0 0.0 0.298
H 1.109 -4.424 2.311 0.0 0.0 0.0 0.001
H 1.800 -4.846 3.901 0.0 0.0 0.0 0.362
H 4.025 -3.398 5.091 0.0 0.0 0.0 0.523
H 3.742 -1.396 6.540 0.0 0.0 0.0 0.424
H 2.432 0.537 5.724 0.0 0.0 0.0 0.507
H 1.449 0.504 3.471 0.0 0.0 0.0 0.759
H 2.246 -2.092 1.084 0.0 0.0 0.0 0.299
H -0.201 -0.961 3.110 0.0 0.0 0.0 0.500
H -4.230 0.767 -0.055 0.0 0.0 0.0 0.458
H -5.264 1.343 2.090 0.0 0.0 0.0 0.462
H -4.079 0.910 4.205 0.0 0.0 0.0 0.519
H -3.050 -0.404 5.835 0.0 0.0 0.0 0.397
H -2.300 1.211 5.675 0.0 0.0 0.0 0.412
H -1.363 -0.149 6.339 0.0 0.0 0.0 0.262
H 1.836 0.445 -1.204 0.0 -0.1 -0.1 0.492
H 3.809 -0.040 -2.611 0.0 0.0 0.0 0.513
H 4.400 -2.399 -3.107 0.0 0.0 0.0 0.443
H 3.066 -4.229 -2.185 0.0 0.0 0.0 0.529
H 2.224 -5.490 -0.435 0.0 0.0 0.0 0.404
H 1.206 -5.493 -1.901 0.0 0.0 0.0 0.515
H 0.486 -5.846 -0.313 0.0 0.0 0.0 0.240
C -2.667 -0.258 -3.353 -0.1 0.0 -0.1 -0.357
N -1.439 -0.904 -2.816 0.0 0.1 0.0 0.634
C -0.289 -0.409 -3.616 0.1 0.1 0.0 -0.343
C -1.478 -2.388 -2.981 0.0 -0.1 -0.1 -0.213
C -2.674 -2.985 -2.287 0.1 0.0 0.1 -1.032
N -2.687 -2.519 -0.886 -0.2 0.0 0.0 0.933
C -4.085 -2.361 -0.430 0.0 -0.1 0.0 -1.257
C -2.043 -3.515 -0.003 0.0 0.0 0.0 -1.118
H -2.884 -0.645 -4.351 0.0 0.0 0.0 0.429
H -2.493 0.815 -3.418 0.0 0.0 0.0 -0.177
H -3.523 -0.440 -2.706 0.0 0.0 0.0 0.288
H -0.513 -0.568 -4.674 0.0 0.0 0.0 0.683
H 0.609 -0.959 -3.357 0.0 0.0 0.0 0.177
H -0.143 0.654 -3.441 0.0 -0.2 0.0 -0.181
H -0.550 -2.785 -2.564 0.0 0.1 0.0 -0.199
H -1.495 -2.620 -4.049 0.0 0.0 0.0 0.666
H -2.631 -4.076 -2.342 0.0 0.0 0.0 0.481
H -3.596 -2.680 -2.781 0.0 0.0 0.0 0.463
H -4.625 -3.301 -0.569 0.0 0.0 0.0 0.476
H -4.590 -1.581 -0.999 0.0 0.0 0.0 0.324
H -4.102 -2.099 0.624 0.0 0.0 0.0 0.367
H -2.651 -4.423 0.040 0.0 0.0 0.0 0.603
H -1.961 -3.101 1.003 0.0 0.0 0.0 0.144
H -1.046 -3.755 -0.365 -0.2 0.1 0.1 0.344
C -2.106 3.320 0.053 0.0 -0.1 0.0 -1.345
Ge -0.644 2.440 -0.885 -0.1 0.1 0.0 1.123
C -0.662 2.874 -2.772 0.0 0.2 0.0 0.671
C 0.529 2.897 -3.504 0.0 0.2 0.0 -0.115
C 0.527 3.290 -4.834 0.0 0.0 0.0 -0.781
C -0.665 3.662 -5.445 0.0 0.0 0.0 -0.717
C -1.853 3.651 -4.725 0.0 0.0 0.0 -0.651
C -1.853 3.257 -3.394 0.1 0.0 0.0 -0.448
C 1.052 2.866 -0.023 0.0 0.1 0.0 0.250
C 1.727 1.937 0.727 0.0 0.1 0.1 1.107
C 2.913 2.261 1.421 0.0 -0.1 0.0 -1.614
C 3.394 3.534 1.372 0.0 0.0 0.0 -1.153
C 2.720 4.539 0.636 0.0 0.0 0.0 0.885
C 3.214 5.867 0.608 0.0 0.0 0.0 -0.934
C 2.573 6.838 -0.100 0.0 0.0 0.0 -0.666
C 1.404 6.523 -0.823 0.0 0.0 0.0 -1.286
C 0.904 5.252 -0.816 0.1 -0.1 0.0 -0.426
C 1.540 4.215 -0.083 0.1 -0.1 0.0 0.374
H -1.938 4.395 -0.045 0.0 0.0 0.0 0.519
H -2.079 3.051 1.107 0.0 0.0 0.0 0.297
H -3.083 3.073 -0.352 -0.1 0.0 0.0 0.505
H 1.467 2.636 -3.023 0.0 0.0 0.0 0.416
H 1.454 3.321 -5.391 0.0 0.0 0.0 0.476
H -0.665 3.975 -6.480 0.0 0.0 0.0 0.435
H -2.775 3.965 -5.198 0.0 0.0 0.0 0.461
H -2.782 3.270 -2.835 0.0 0.0 0.0 0.440
H 1.354 0.923 0.800 0.0 0.1 0.0 0.467
H 3.433 1.498 1.985 0.0 0.0 0.0 0.598
H 4.300 3.800 1.902 0.0 0.0 0.0 0.434
H 4.115 6.095 1.164 0.0 0.0 0.0 0.437
H 2.956 7.849 -0.111 0.0 0.0 0.0 0.425
H 0.904 7.295 -1.393 0.0 0.0 0.0 0.453
H 0.016 5.040 -1.395 -0.1 0.0 0.0 0.386
```
Positions in Å, forces in eV/Å.

Summary:
E_tot: -6247.29224 Eh
charge: +2
HOMO level (spin up / spin down): -12.331 / -12.403 eV
2S+1: 2
ΔE to the lowest compared entry with this formula, charge and spin: 0.0 kcal per mole
LUMO level (spin up / spin down): -4.16 / -6.61 eV
expectation value of S²: 0.754

---

The following is a quantum chemistry calculation of the ion C2H7N4O with charge +1, from the Open Molecules 2025 dataset.

Geometry as XYZ:
```
14
Properties=species:S:1:pos:R:3:forces:R:3:mulliken_charge:R:1
N 1.099 -1.240 -1.665 -1.4 0.4 -1.9 -0.291
N 0.027 -0.714 -1.164 -1.1 -2.1 1.9 0.019
C -0.504 -1.323 0.366 -0.4 4.5 -4.7 -0.344
N -0.730 -0.034 1.000 0.3 -1.4 -0.9 -0.175
C -0.213 1.057 0.390 -1.4 -0.7 0.6 0.584
N -0.424 2.298 0.789 2.7 0.3 -1.3 -0.353
O 0.344 0.847 -0.715 0.9 0.2 -0.1 -0.334
H 1.375 -0.925 -2.582 -1.0 0.2 -0.6 0.273
H 1.935 -1.497 -1.268 1.9 -0.8 2.7 0.220
H -1.432 -1.829 0.261 -0.6 -0.5 -0.8 0.301
H 0.211 -1.883 0.798 2.7 -1.9 1.5 0.372
H -0.861 -0.284 1.942 -0.3 1.5 1.8 0.256
H -1.113 2.566 1.417 -1.1 0.4 1.4 0.210
H 0.288 2.960 0.434 -1.2 -0.3 0.4 0.262
```
Positions in Å, forces in eV/Å.

Summary:
SMILES: NN1CNC(=[NH2+])O1
E_tot: -374.31927 Eh
charge: +1
HOMO level: -14.584 eV
ΔE to the lowest compared entry with this formula, charge and spin: 81.8 kcal per mole
LUMO level: -3.25 eV